(1)
A cluster of 3 separate species, C15H17F16N4O5 in total at a distorted geometry, computed with the ωB97M-V functional and the def2-TZVPD basis.

Summary:
**E_tot**: -75500.3451 eV
**M**: 637.29 g mol⁻¹
**Maximum force**: 2.04 eV Å⁻¹
**Total charge**: +1

```
57
Properties=species:S:1:pos:R:3:forces:R:3
N -0.710 -2.803 -0.981 0.340 0.039 -0.532
C -1.465 -1.952 -1.699 -0.732 -0.761 1.138
N -2.787 -1.786 -1.514 0.414 -0.205 -0.052
C -3.172 -0.898 -2.406 -0.671 -0.392 0.746
C -4.593 -0.495 -2.509 -0.019 -0.221 -1.217
C -5.445 -1.727 -2.941 0.575 0.466 0.251
C -4.730 -2.496 -4.008 0.430 -1.983 -0.215
O -4.298 -3.626 -3.850 -0.285 1.707 -0.252
O -4.551 -1.813 -5.175 0.194 0.477 0.919
N -2.150 -0.484 -3.144 -0.085 0.428 -0.369
N -1.065 -1.173 -2.696 0.666 0.018 -0.338
O 0.188 -1.058 -3.191 -0.226 0.608 -0.058
H -1.002 -3.760 -0.910 -0.355 -0.014 0.331
H 0.099 -2.525 -0.457 0.317 0.175 -0.247
H -4.703 0.285 -3.254 -0.060 0.332 0.040
H -4.893 -0.155 -1.534 -0.264 0.248 0.300
H -5.523 -2.369 -2.080 -0.294 -0.364 0.110
H -6.414 -1.401 -3.291 -0.278 0.115 0.011
H -3.752 -2.177 -5.573 -0.195 -0.452 -0.533
H -2.161 0.205 -3.883 0.459 0.073 -0.006
H 0.170 -1.399 -4.100 0.068 -0.282 0.001
C 4.346 -0.657 2.091 0.103 0.576 -0.334
C 5.052 -1.372 3.262 -0.586 0.081 0.204
C 5.675 -2.748 3.001 0.341 -0.141 0.054
F 4.743 -3.661 2.659 -0.248 0.119 -0.113
F 6.270 -3.176 4.133 -0.029 0.090 0.020
F 4.216 -1.432 4.319 -0.025 -0.125 -0.047
F 6.089 -0.568 3.614 0.173 0.032 -0.149
O 2.916 -0.699 2.039 -0.010 -0.957 0.214
C 2.244 -1.712 1.415 0.889 0.657 -0.042
C 1.338 -2.471 2.395 -0.363 -0.032 0.265
F 2.066 -3.037 3.358 0.234 -0.062 -0.036
F 0.667 -3.460 1.738 0.096 0.216 -0.233
F 3.051 -2.530 0.727 -0.073 -0.187 0.125
F 1.438 -1.111 0.469 -0.330 -0.253 0.024
H 4.554 0.399 2.249 -0.050 0.001 0.103
H 4.795 -0.904 1.131 -0.047 -0.296 0.002
H 6.430 -2.689 2.212 -0.045 0.038 -0.030
H 0.612 -1.795 2.853 0.011 0.065 -0.114
C -0.171 4.168 -0.476 0.380 0.001 -0.454
C -1.495 4.580 0.199 0.112 -0.549 0.081
C -1.442 5.550 1.383 -0.153 0.322 0.083
F -0.775 5.028 2.427 0.209 -0.252 -0.062
F -2.705 5.804 1.788 -0.028 -0.049 -0.090
F -2.189 3.468 0.534 0.024 -0.016 0.107
F -2.215 5.221 -0.763 0.039 0.177 -0.088
O 0.385 2.894 -0.154 -0.391 0.051 0.637
C 1.281 2.707 0.881 0.012 0.379 -0.637
C 0.741 1.738 1.936 -0.089 -0.173 0.188
F -0.388 2.210 2.497 -0.042 0.214 -0.030
F 1.668 1.586 2.904 -0.011 0.156 0.041
F 1.688 3.863 1.420 -0.211 0.043 0.106
F 2.376 2.120 0.342 0.067 -0.120 0.020
H -0.431 4.068 -1.529 -0.051 -0.027 0.007
H 0.575 4.960 -0.434 -0.007 0.045 0.307
H -0.974 6.495 1.090 0.035 -0.039 -0.043
H 0.525 0.771 1.486 0.066 0.007 -0.114
```
Positions in Å, forces in eV/Å.

Atomic charges from the Mulliken analysis, expressed in e, are listed below: atom 1 (N): -0.257, atom 2 (C): 0.280, atom 3 (N): -0.456, atom 4 (C): 0.274, atom 5 (C): -0.512, atom 6 (C): -0.667, atom 7 (C): 0.543, atom 8 (O): -0.535, atom 9 (O): -0.453, atom 10 (N): -0.085, atom 11 (N): 0.485, atom 12 (O): -0.416, atom 13 (H): 0.219, atom 14 (H): 0.141, atom 15 (H): 0.335, atom 16 (H): 0.328, atom 17 (H): 0.340, atom 18 (H): 0.429, atom 19 (H): 0.358, atom 20 (H): 0.244, atom 21 (H): 0.369, atom 22 (C): -0.848, atom 23 (C): 0.885, atom 24 (C): 0.105, atom 25 (F): -0.225, atom 26 (F): -0.258, atom 27 (F): -0.261, atom 28 (F): -0.328, atom 29 (O): -0.170, atom 30 (C): 0.601, atom 31 (C): 0.382, atom 32 (F): -0.220, atom 33 (F): -0.282, atom 34 (F): -0.319, atom 35 (F): -0.233, atom 36 (H): 0.380, atom 37 (H): 0.335, atom 38 (H): 0.291, atom 39 (H): 0.216, atom 40 (C): -0.764, atom 41 (C): 0.918, atom 42 (C): 0.064, atom 43 (F): -0.214, atom 44 (F): -0.258, atom 45 (F): -0.266, atom 46 (F): -0.331, atom 47 (O): -0.313, atom 48 (C): 0.702, atom 49 (C): 0.608, atom 50 (F): -0.232, atom 51 (F): -0.214, atom 52 (F): -0.293, atom 53 (F): -0.258, atom 54 (H): 0.381, atom 55 (H): 0.311, atom 56 (H): 0.298, atom 57 (H): -0.156

=====

(2)
A structure of composition C9H3F11N6O4S3V at a distorted geometry, computed with the ωB97M-V functional and the def2-TZVPD basis.

Summary:
**⟨S²⟩**: 2.19
**Relative energy (zero: lowest compared OMol25 entry of this formula, charge and spin)**: 9.01 kcal/mol
**M**: 615.28 g mol⁻¹
**Maximum force**: 1.92 eV Å⁻¹
**Multiplicity**: 3
**Total charge**: +1

```
37
Properties=species:S:1:pos:R:3:forces:R:3
V -0.289 0.172 0.055 1.630 -1.015 -0.056
F 0.383 0.586 -1.918 -0.108 0.653 -0.091
C 0.280 1.992 -2.095 -0.283 -0.141 0.039
F -0.632 2.205 -2.996 -0.055 -0.031 -0.149
F 1.442 2.430 -2.457 0.263 0.014 -0.042
S -0.194 2.708 -0.440 -0.094 0.455 0.448
O 0.679 1.967 0.492 0.031 0.675 -0.576
O -0.124 4.112 -0.549 0.029 -0.103 0.063
N -1.665 2.053 -0.321 0.387 -0.328 0.082
S -2.301 1.518 1.067 -0.028 0.266 0.423
O -1.282 0.629 1.701 -0.847 0.500 0.273
O -3.593 0.977 0.848 0.031 0.103 -0.070
C -2.435 2.938 2.261 0.071 -0.191 -0.265
F -2.684 2.412 3.438 -0.057 0.123 0.122
F -3.411 3.712 1.853 -0.073 0.144 0.089
F -1.286 3.592 2.265 -0.024 0.011 0.051
F 6.727 -1.806 0.423 -0.032 0.010 -0.006
C 5.409 -1.745 0.427 0.377 0.027 -0.008
C 4.774 -0.559 0.108 0.187 0.252 -0.095
F 5.487 0.516 -0.203 -0.042 -0.067 0.006
C 3.401 -0.509 0.109 -0.199 0.415 -0.104
F 2.816 0.654 -0.221 0.052 -0.344 0.038
C 2.629 -1.612 0.440 -0.307 0.084 0.037
S 0.880 -1.633 0.501 0.332 -0.276 0.162
C 3.295 -2.791 0.757 -0.194 -0.329 0.079
F 2.608 -3.884 1.081 0.025 0.146 -0.045
C 4.669 -2.865 0.748 0.195 -0.357 0.094
F 5.283 -4.002 1.046 -0.054 0.107 -0.012
N -4.609 -1.492 -2.204 0.407 -0.389 -0.084
N -3.599 -1.468 -1.283 -0.430 -0.085 -0.205
N -3.649 -2.201 -0.186 0.215 0.197 -0.178
C -2.474 -1.933 0.352 0.166 0.043 -0.104
N -1.766 -1.081 -0.414 -1.471 -0.807 -0.397
N -2.522 -0.801 -1.481 0.166 -0.046 0.294
H -5.458 -1.826 -1.776 -0.147 0.117 0.089
H -4.659 -0.624 -2.713 -0.113 0.161 0.076
H -2.129 -2.343 1.285 -0.007 0.007 0.022
```
Positions in Å, forces in eV/Å.

Atomic charges from the Mulliken analysis, expressed in e, are listed below: atom 1 (V): 0.642, atom 2 (F): -0.246, atom 3 (C): 0.890, atom 4 (F): -0.189, atom 5 (F): -0.186, atom 6 (S): 1.006, atom 7 (O): -0.385, atom 8 (O): -0.608, atom 9 (N): -0.368, atom 10 (S): 1.119, atom 11 (O): -0.524, atom 12 (O): -0.591, atom 13 (C): 0.703, atom 14 (F): -0.164, atom 15 (F): -0.166, atom 16 (F): -0.173, atom 17 (F): -0.259, atom 18 (C): 0.669, atom 19 (C): -0.302, atom 20 (F): -0.269, atom 21 (C): 0.136, atom 22 (F): -0.120, atom 23 (C): 0.435, atom 24 (S): -0.303, atom 25 (C): 0.285, atom 26 (F): -0.285, atom 27 (C): 0.185, atom 28 (F): -0.257, atom 29 (N): -0.547, atom 30 (N): 1.197, atom 31 (N): -0.852, atom 32 (C): -0.162, atom 33 (N): 0.105, atom 34 (N): -0.528, atom 35 (H): 0.318, atom 36 (H): 0.295, atom 37 (H): 0.496

=====

(3)
An isolated molecule of C2H4N2S at a distorted geometry, computed with the ωB97M-V functional and the def2-TZVPD basis.

Summary:
**Relative energy (zero: lowest compared OMol25 entry of this formula, charge and spin)**: 44.47 kcal/mol
**M**: 88.13 g mol⁻¹
**Maximum force**: 5.04 eV Å⁻¹
**Total charge**: 0

```
9
Properties=species:S:1:pos:R:3:forces:R:3
H 0.557 0.827 -1.668 1.695 2.759 -1.479
N 0.016 0.033 -1.645 -0.770 -0.697 1.338
C -0.133 -0.079 -0.375 -0.742 -1.041 -0.947
N -0.847 -1.107 0.113 -1.986 -1.645 0.799
C 0.504 0.845 0.663 2.705 1.075 0.479
S 1.308 0.493 2.126 -2.171 0.374 -2.999
H -1.661 -1.699 -0.486 3.708 2.250 2.576
H -0.456 -1.211 1.077 -1.826 -1.232 -0.797
H 0.713 1.898 0.194 -0.613 -1.844 1.030
```
Positions in Å, forces in eV/Å.

Atomic charges from the Mulliken analysis, expressed in e, are listed below: atom 1 (H): 0.224, atom 2 (N): -0.681, atom 3 (C): 0.811, atom 4 (N): -0.481, atom 5 (C): -0.459, atom 6 (S): -0.163, atom 7 (H): 0.308, atom 8 (H): 0.194, atom 9 (H): 0.247

=====

(4)
A structure of composition C45H62AsN5O4TeTi at a distorted geometry, computed with the ωB97M-V functional and the def2-TZVPD basis.

Summary:
**⟨S²⟩**: 0.78
**Relative energy (zero: lowest compared OMol25 entry of this formula, charge and spin)**: 0.00 kcal/mol
**M**: 987.41 g mol⁻¹
**Maximum force**: 1.23 eV Å⁻¹
**Multiplicity**: 2
**Total charge**: +1

```
119
Properties=species:S:1:pos:R:3:forces:R:3
Ti -0.121 0.074 -0.412 0.540 -0.202 -0.186
N -0.775 1.745 1.255 -0.026 -0.229 -0.070
C -1.857 1.020 1.943 0.033 0.059 0.012
C -2.291 1.594 3.292 0.058 -0.021 0.020
C -2.777 3.041 3.298 -0.001 0.020 0.070
C -4.253 3.204 2.948 0.026 -0.059 -0.012
N -4.596 2.653 1.634 -0.129 0.111 -0.050
C -4.079 3.092 0.489 0.212 0.116 0.029
N -4.218 2.368 -0.618 -0.046 -0.083 -0.010
N -3.424 4.253 0.438 -0.044 -0.114 0.160
C -1.377 -0.429 2.133 0.390 -0.028 -0.029
O -1.755 -1.125 3.041 -0.084 0.043 0.043
O -0.497 -0.791 1.228 -0.553 -0.495 0.679
H -0.028 1.951 1.910 0.107 0.041 -0.070
H -1.080 2.603 0.810 -0.026 -0.024 -0.031
H -2.691 0.958 1.236 -0.016 -0.028 0.035
H -1.435 1.512 3.965 0.005 -0.021 -0.002
H -3.046 0.925 3.711 -0.016 0.014 0.010
H -2.151 3.650 2.641 0.023 -0.004 0.047
H -2.644 3.458 4.297 -0.017 0.003 0.011
H -4.573 4.247 3.007 0.014 0.015 -0.036
H -4.857 2.660 3.671 -0.024 -0.001 -0.019
H -5.128 1.798 1.599 -0.006 -0.007 -0.004
H -4.491 1.397 -0.545 0.035 -0.095 -0.050
H -3.707 2.629 -1.448 0.054 0.040 -0.038
H -3.350 4.827 1.258 -0.068 -0.004 -0.001
H -2.798 4.445 -0.336 0.006 -0.013 -0.247
C -3.636 0.410 -6.328 0.006 0.004 0.007
C -2.992 0.689 -4.997 0.004 0.040 0.008
C -2.588 1.961 -4.638 -0.054 0.025 -0.056
C -2.015 2.255 -3.387 0.114 0.102 -0.117
C -1.767 3.663 -2.978 0.009 -0.069 -0.184
O -1.695 3.973 -1.795 -0.123 -0.049 0.173
C -1.608 4.747 -4.001 0.021 -0.049 0.033
C -2.658 5.177 -4.807 -0.043 0.017 0.012
C -2.472 6.242 -5.677 0.019 -0.020 0.002
C -1.235 6.866 -5.758 0.010 -0.006 0.003
C -0.188 6.440 -4.951 -0.011 0.007 -0.008
C -0.377 5.393 -4.064 0.015 -0.024 -0.002
C -1.724 1.178 -2.537 0.064 -0.077 0.239
O -1.072 1.315 -1.370 -0.694 0.783 -0.643
C -2.149 -0.117 -2.877 -0.027 -0.084 0.019
C -2.796 -0.344 -4.075 -0.027 -0.048 0.018
C -1.878 -1.125 -1.814 -0.088 0.013 0.101
N -0.566 -1.486 -1.574 0.247 0.415 -0.028
C 0.240 -1.852 -2.745 -0.083 -0.082 0.035
C -0.342 -2.976 -3.597 -0.022 0.033 -0.002
Te -1.216 -4.666 -2.601 0.052 -0.033 0.047
C -3.149 -4.249 -3.335 -0.046 -0.005 -0.006
C -4.224 -4.129 -2.460 -0.029 -0.001 -0.024
C -5.495 -3.847 -2.948 0.014 0.000 -0.005
C -5.698 -3.665 -4.308 0.000 -0.006 0.014
C -4.629 -3.794 -5.186 0.017 -0.010 -0.013
C -3.364 -4.100 -4.704 -0.011 0.014 -0.007
C -2.940 -1.497 -0.912 0.017 -0.070 -0.038
C -2.709 -2.381 0.160 0.020 0.003 0.045
C -3.721 -2.701 1.045 0.013 -0.015 -0.007
C -5.006 -2.192 0.874 0.004 0.008 -0.054
C -5.270 -1.366 -0.217 -0.028 0.021 0.023
C -4.257 -1.020 -1.095 0.021 0.109 0.035
H -3.630 1.294 -6.964 -0.002 -0.001 0.006
H -4.673 0.091 -6.204 0.008 -0.001 0.009
H -3.113 -0.389 -6.856 0.003 0.003 0.004
H -2.731 2.767 -5.344 -0.001 -0.005 -0.005
H -3.629 4.703 -4.741 0.005 0.013 0.006
H -3.294 6.583 -6.292 0.004 -0.004 0.006
H -1.089 7.688 -6.446 -0.001 -0.002 0.008
H 0.774 6.931 -5.007 -0.006 -0.007 -0.001
H 0.430 5.067 -3.419 -0.001 0.012 -0.009
H -3.150 -1.346 -4.304 0.000 0.013 0.002
H 1.227 -2.124 -2.376 0.019 -0.022 -0.007
H 0.373 -0.999 -3.423 0.027 0.015 -0.002
H 0.431 -3.345 -4.269 0.001 0.013 -0.012
H -1.159 -2.600 -4.211 0.009 -0.010 -0.025
H -4.073 -4.242 -1.394 -0.002 -0.002 -0.003
H -6.324 -3.760 -2.258 -0.002 -0.002 0.004
H -6.688 -3.444 -4.687 0.001 0.002 0.002
H -4.785 -3.683 -6.252 0.002 0.004 0.005
H -2.546 -4.236 -5.402 0.007 0.001 0.011
H -1.718 -2.793 0.288 -0.015 -0.010 -0.006
H -3.506 -3.357 1.878 0.001 0.007 -0.004
H -5.797 -2.464 1.560 0.009 0.006 -0.005
H -6.283 -1.023 -0.402 0.036 0.007 0.002
H -4.488 -0.427 -1.972 -0.016 0.037 -0.004
C 1.597 1.266 4.462 -0.007 -0.006 0.014
C 1.760 -0.109 3.820 0.006 -0.002 0.034
As 2.297 0.005 1.936 0.047 -0.087 -0.004
C 4.083 0.812 2.122 0.039 0.037 0.020
C 4.951 0.315 3.273 0.024 0.018 -0.012
C 2.886 -1.854 1.668 -0.010 0.004 -0.016
C 1.779 -2.879 1.443 0.009 0.020 0.022
H 1.365 1.180 5.525 -0.009 0.001 -0.004
H 0.787 1.841 4.004 0.017 -0.005 -0.026
H 2.503 1.868 4.371 0.015 -0.014 0.008
H 0.827 -0.674 3.866 -0.002 -0.012 -0.011
H 2.514 -0.693 4.349 0.001 0.005 0.021
H 3.946 1.893 2.183 -0.005 0.006 0.012
H 4.575 0.629 1.162 -0.001 -0.004 -0.002
H 4.536 0.593 4.242 -0.012 -0.010 -0.004
H 5.951 0.749 3.211 -0.007 0.007 0.012
H 5.070 -0.768 3.261 -0.004 -0.002 -0.016
H 3.483 -2.126 2.540 0.008 -0.028 0.004
H 3.565 -1.832 0.811 0.023 0.004 0.004
H 1.046 -2.874 2.250 0.005 0.008 0.004
H 2.208 -3.881 1.383 -0.009 -0.003 -0.008
H 1.232 -2.696 0.517 -0.007 0.016 -0.028
C 3.864 1.680 -1.754 0.009 0.026 -0.004
C 2.465 1.755 -1.138 -0.014 -0.047 0.005
C 1.696 2.931 -1.737 0.024 0.005 -0.025
C 1.737 0.415 -1.340 0.113 0.097 0.116
H 4.411 2.615 -1.610 -0.004 -0.008 0.000
H 3.796 1.492 -2.829 0.004 0.002 0.005
H 4.451 0.873 -1.313 -0.014 -0.004 -0.003
H 2.587 1.947 -0.067 -0.027 -0.003 0.024
H 1.527 2.767 -2.807 -0.009 -0.006 0.008
H 2.266 3.856 -1.627 0.002 -0.007 -0.013
H 0.722 3.073 -1.268 -0.004 -0.010 0.010
H 2.397 -0.407 -1.030 -0.041 -0.048 -0.012
H 1.575 0.295 -2.417 -0.071 0.001 0.000
```
Positions in Å, forces in eV/Å.

Here are the Mulliken charges for atoms 1 to 99, given in e: atom 1 (Ti): -1.556, atom 2 (N): -0.527, atom 3 (C): 1.417, atom 4 (C): -0.729, atom 5 (C): -0.375, atom 6 (C): -1.461, atom 7 (N): 0.011, atom 8 (C): 0.774, atom 9 (N): -0.183, atom 10 (N): -0.172, atom 11 (C): -0.190, atom 12 (O): -0.720, atom 13 (O): 0.476, atom 14 (H): 0.163, atom 15 (H): 0.308, atom 16 (H): -0.974, atom 17 (H): 0.303, atom 18 (H): 0.448, atom 19 (H): 0.225, atom 20 (H): 0.492, atom 21 (H): 0.313, atom 22 (H): 0.505, atom 23 (H): 0.260, atom 24 (H): 0.007, atom 25 (H): -0.053, atom 26 (H): 0.306, atom 27 (H): 0.225, atom 28 (C): -1.628, atom 29 (C): -0.019, atom 30 (C): -0.440, atom 31 (C): 0.580, atom 32 (C): 0.555, atom 33 (O): -0.782, atom 34 (C): -0.012, atom 35 (C): -0.043, atom 36 (C): -0.880, atom 37 (C): -0.498, atom 38 (C): -0.708, atom 39 (C): -0.329, atom 40 (C): -0.264, atom 41 (O): 1.676, atom 42 (C): 0.081, atom 43 (C): -0.217, atom 44 (C): -0.340, atom 45 (N): 0.540, atom 46 (C): -0.951, atom 47 (C): -1.149, atom 48 (Te): 0.156, atom 49 (C): -0.224, atom 50 (C): -0.053, atom 51 (C): -0.534, atom 52 (C): -0.563, atom 53 (C): -0.498, atom 54 (C): -0.473, atom 55 (C): 1.321, atom 56 (C): -0.598, atom 57 (C): -0.822, atom 58 (C): -0.791, atom 59 (C): -0.806, atom 60 (C): -0.657, atom 61 (H): 0.407, atom 62 (H): 0.342, atom 63 (H): 0.342, atom 64 (H): 0.670, atom 65 (H): 0.549, atom 66 (H): 0.405, atom 67 (H): 0.405, atom 68 (H): 0.433, atom 69 (H): 0.393, atom 70 (H): 0.121, atom 71 (H): 0.619, atom 72 (H): 0.337, atom 73 (H): 0.712, atom 74 (H): -0.059, atom 75 (H): 0.558, atom 76 (H): 0.453, atom 77 (H): 0.424, atom 78 (H): 0.448, atom 79 (H): 0.441, atom 80 (H): 0.226, atom 81 (H): 0.497, atom 82 (H): 0.486, atom 83 (H): 0.515, atom 84 (H): 0.795, atom 85 (C): -1.189, atom 86 (C): -0.760, atom 87 (As): 0.731, atom 88 (C): -0.596, atom 89 (C): -1.310, atom 90 (C): -1.000, atom 91 (C): -0.893, atom 92 (H): 0.401, atom 93 (H): 0.133, atom 94 (H): 0.338, atom 95 (H): 0.477, atom 96 (H): 0.680, atom 97 (H): 0.497, atom 98 (H): 0.318, atom 99 (H): 0.296

=====

Among the records above, which one has the lowest maximum force? C45H62AsN5O4TeTi